1.
{"formula": "C4H11N3O2", "method": "ωB97M-V/def2-TZVPD", "elements": ["C", "C", "N", "O", "N", "H", "H", "H", "H", "H", "H", "C", "C", "O", "N", "H", "H", "H", "H", "H"], "positions_angstrom": [[0.08, -2.07, 0.97], [-0.43, -0.64, -0.98], [0.26, -1.47, -1.78], [-1.50, -0.12, -1.64], [-0.48, -0.86, 0.38], [-1.52, 0.81, -1.39], [0.96, -2.09, -1.41], [0.36, -1.25, -2.76], [-0.11, -2.03, 2.04], [1.17, -2.15, 0.84], [-0.40, -2.95, 0.53], [0.12, 2.57, -0.19], [-0.21, 0.48, 0.99], [0.72, 0.37, 2.07], [0.27, 1.13, -0.16], [1.59, 0.44, 1.65], [-1.12, 0.87, 1.46], [-0.90, 2.92, 0.04], [0.38, 2.94, -1.19], [0.79, 3.08, 0.52]], "total_charge": 0, "largest_force_ev_per_a": 0.7, "relative_energy_kcal_mol": 75.29, "homo_ev": -7.6311, "orbital_gap_ev": 8.36}

=====

2.
{"formula": "C6H8", "method": "ωB97M-V/def2-TZVPD", "elements": ["C", "C", "C", "C", "C", "C", "H", "H", "H", "H", "H", "H", "H", "H"], "positions_angstrom": [[-1.35, 2.23, 0.05], [-0.72, 1.75, 1.02], [-0.95, 0.38, 0.05], [0.41, -0.09, -0.38], [0.71, -1.57, -0.37], [1.34, -0.65, 0.64], [-1.89, 2.68, -0.77], [-1.43, -0.30, 0.76], [-1.61, 0.39, -0.83], [0.85, 0.50, -1.18], [1.33, -1.98, -1.17], [-0.07, -2.24, -0.03], [0.97, -0.68, 1.66], [2.40, -0.43, 0.55]], "total_charge": 0, "largest_force_ev_per_a": 0.7, "relative_energy_kcal_mol": 100.06, "homo_ev": -9.8059, "orbital_gap_ev": 10.86}

=====

3.
{"formula": "C4H11N2O2Tl", "method": "ωB97M-V/def2-TZVPD", "elements": ["Tl", "C", "C", "C", "O", "H", "H", "H", "H", "H", "H", "H", "C", "O", "N", "N", "H", "H", "H", "H"], "positions_angstrom": [[21.95, -2.36, 9.50], [24.15, -0.14, 12.42], [24.36, -0.88, 11.04], [25.44, -1.92, 11.29], [23.13, -1.43, 10.51], [23.92, -0.83, 13.23], [23.23, 0.45, 12.46], [24.96, 0.35, 12.94], [24.73, -0.08, 10.40], [25.25, -2.72, 12.00], [26.39, -1.44, 11.54], [25.52, -2.53, 10.39], [19.89, -2.87, 11.68], [20.57, -2.61, 10.69], [20.21, -2.59, 12.98], [18.66, -3.28, 11.55], [21.20, -2.45, 13.08], [19.63, -2.71, 13.80], [18.38, -3.27, 10.58], [18.01, -3.62, 12.24]], "total_charge": 2, "largest_force_ev_per_a": 7.9, "homo_ev": -18.2315, "orbital_gap_ev": 5.64}

=====

4.
{"formula": "C4H6Si2", "method": "ωB97M-V/def2-TZVPD", "elements": ["C", "C", "Si", "Si", "C", "C", "H", "H", "H", "H", "H", "H"], "positions_angstrom": [[-1.56, -2.37, -0.52], [-1.21, -1.35, 0.03], [-0.18, 0.06, 0.68], [2.15, -0.03, -0.12], [-1.12, 1.61, 0.19], [-1.86, 2.49, -0.24], [-2.16, -3.25, -0.63], [-0.18, -0.36, 2.14], [2.47, -1.44, 0.49], [2.72, 0.10, -1.54], [3.01, 1.11, 0.25], [-2.07, 3.41, -0.73]], "total_charge": 0, "largest_force_ev_per_a": 2.4, "relative_energy_kcal_mol": 13.92, "homo_ev": -9.8977, "orbital_gap_ev": 10.38}

=====

5.
{"formula": "C4H10O", "method": "ωB97M-V/def2-TZVPD", "elements": ["C", "C", "C", "O", "C", "H", "H", "H", "H", "H", "H", "H", "H", "H", "H"], "positions_angstrom": [[2.29, -0.29, 0.11], [1.06, 0.61, 0.00], [-0.23, -0.18, 0.05], [-1.31, 0.73, 0.05], [-2.54, 0.09, -0.12], [2.24, -1.11, -0.62], [3.21, 0.27, -0.08], [2.37, -0.74, 1.11], [1.08, 1.18, -0.93], [1.06, 1.35, 0.82], [-0.28, -0.83, 0.94], [-0.29, -0.84, -0.84], [-3.32, 0.86, -0.09], [-2.60, -0.44, -1.08], [-2.73, -0.64, 0.69]], "total_charge": 0, "largest_force_ev_per_a": 0.3, "relative_energy_kcal_mol": 15.43, "homo_ev": -9.8259, "orbital_gap_ev": 11.00}

=====

6.
{"formula": "C6H14N4O2", "method": "ωB97M-V/def2-TZVPD", "elements": ["C", "C", "C", "C", "C", "C", "N", "N", "N", "N", "O", "O", "H", "H", "H", "H", "H", "H", "H", "H", "H", "H", "H", "H", "H", "H"], "positions_angstrom": [[-3.22, 0.38, 1.69], [-2.23, 0.19, 0.82], [1.40, -2.89, 0.05], [-1.46, 2.64, 0.76], [1.69, -1.44, 0.24], [-1.36, 1.22, 0.32], [2.42, 0.59, -0.67], [2.21, -1.22, -1.99], [2.09, -0.68, -0.72], [-0.57, 0.90, -0.67], [-0.46, -0.23, -1.19], [0.25, 1.88, -1.19], [-3.84, -0.44, 2.02], [-3.46, 1.35, 2.10], [-2.04, -0.80, 0.43], [2.21, -3.37, -0.48], [1.26, -3.36, 1.02], [0.48, -3.02, -0.54], [-2.47, 3.01, 0.57], [-1.27, 2.72, 1.83], [-0.76, 3.26, 0.22], [1.59, -1.00, 1.22], [1.20, 1.48, -1.21], [2.49, 0.91, 0.30], [2.52, -0.48, -2.61], [1.32, -1.60, -2.30]], "total_charge": 0, "spin_multiplicity": 3, "largest_force_ev_per_a": 3.6, "homo_ev": [-4.2134, -6.9236], "orbital_gap_ev": [3.98, 4.27]}

=====

7.
{"formula": "C20H40FeO20", "method": "ωB97M-V/def2-TZVPD", "elements": ["Fe", "O", "C", "C", "O", "H", "H", "H", "H", "C", "O", "C", "O", "O", "C", "H", "H", "H", "H", "H", "H", "C", "O", "C", "O", "O", "C", "H", "H", "H", "H", "H", "H", "C", "O", "C", "O", "O", "C", "H", "H", "H", "H", "H", "H", "C", "O", "C", "O", "O", "C", "H", "H", "H", "H", "H", "H", "C", "O", "C", "O", "O", "C", "H", "H", "H", "H", "H", "H", "C", "O", "C", "O", "O", "C", "H", "H", "H", "H", "H", "H"], "positions_angstrom": [[2.36, 1.04, 0.38], [0.36, 1.13, 0.54], [-0.18, 0.24, -0.42], [0.82, -0.87, -0.89], [2.18, -0.57, -0.96], [-0.49, 0.76, -1.34], [-1.10, -0.12, 0.04], [0.50, -1.22, -1.88], [0.60, -1.83, -0.39], [0.27, 2.60, 3.68], [1.59, 3.08, 3.99], [2.55, 3.07, 3.09], [2.45, 2.49, 2.04], [3.55, 3.79, 3.57], [4.82, 3.57, 2.94], [-0.28, 2.32, 4.58], [0.23, 1.80, 2.95], [-0.16, 3.54, 3.31], [4.84, 4.02, 1.95], [5.08, 2.52, 2.87], [5.53, 4.04, 3.62], [-5.32, -5.15, -3.77], [-4.37, -4.80, -2.78], [-4.23, -3.49, -2.56], [-4.85, -2.61, -3.07], [-3.28, -3.36, -1.61], [-2.83, -2.09, -1.16], [-6.00, -5.92, -3.42], [-4.86, -5.41, -4.72], [-6.05, -4.35, -3.91], [-3.56, -1.28, -1.27], [-1.92, -1.86, -1.71], [-2.57, -2.11, -0.10], [0.28, -1.25, 2.95], [1.59, -1.56, 3.45], [2.66, -1.00, 2.89], [2.64, -0.05, 2.13], [3.70, -1.67, 3.30], [4.98, -1.09, 3.12], [0.32, -0.27, 2.47], [-0.37, -1.21, 3.82], [0.06, -2.00, 2.20], [5.68, -1.41, 3.88], [5.05, -0.01, 3.01], [5.40, -1.41, 2.16], [1.12, -4.54, 0.91], [1.05, -5.96, 0.83], [1.85, -6.62, 0.01], [2.84, -6.21, -0.53], [1.48, -7.90, -0.01], [1.75, -8.64, -1.20], [1.97, -4.03, 0.45], [0.94, -4.32, 1.96], [0.25, -4.16, 0.36], [1.37, -9.66, -1.13], [2.83, -8.80, -1.16], [1.44, -8.19, -2.13], [-3.56, 0.47, -3.56], [-3.95, 1.24, -2.42], [-3.12, 2.19, -1.97], [-2.20, 2.63, -2.60], [-3.52, 2.51, -0.76], [-2.64, 3.24, 0.07], [-2.75, -0.17, -3.19], [-3.10, 1.11, -4.31], [-4.31, -0.23, -3.91], [-3.06, 3.36, 1.07], [-2.48, 4.27, -0.23], [-1.70, 2.68, 0.15], [-0.82, 8.01, -2.67], [-0.49, 7.52, -1.38], [0.03, 6.30, -1.36], [0.40, 5.69, -2.32], [0.10, 5.92, -0.08], [0.70, 4.68, 0.20], [-1.71, 7.57, -3.11], [0.02, 8.00, -3.36], [-1.02, 9.07, -2.51], [1.29, 4.29, -0.63], [-0.02, 3.89, 0.45], [1.32, 4.75, 1.10]], "total_charge": 0, "spin_multiplicity": 5, "largest_force_ev_per_a": 2.9, "relative_energy_kcal_mol": 0.00, "homo_ev": [-7.8791, -7.8727], "orbital_gap_ev": [7.78, 7.67]}

=====

8.
{"formula": "C54H54N12O5SSr", "method": "ωB97M-V/def2-TZVPD", "elements": ["Sr", "O", "C", "N", "C", "C", "C", "C", "C", "C", "N", "C", "O", "C", "C", "C", "C", "C", "N", "C", "C", "C", "C", "C", "N", "H", "H", "H", "H", "H", "H", "H", "H", "H", "H", "H", "H", "C", "O", "C", "C", "C", "C", "C", "C", "C", "N", "C", "C", "N", "C", "C", "C", "C", "N", "C", "C", "N", "C", "C", "C", "C", "H", "H", "H", "H", "H", "H", "H", "H", "H", "H", "H", "H", "H", "H", "C", "N", "C", "C", "O", "N", "C", "N", "H", "H", "H", "H", "H", "H", "H", "C", "S", "C", "O", "H", "H", "H", "H", "H", "H", "C", "N", "C", "C", "C", "C", "C", "C", "C", "C", "H", "H", "H", "H", "H", "H", "H", "H", "H", "H", "H", "H", "C", "H", "H", "H"], "positions_angstrom": [[-1.28, -1.00, 1.06], [-6.16, -0.90, 0.25], [-5.07, -1.18, 0.83], [-4.08, -1.95, 0.46], [-4.32, -2.86, -0.61], [-5.55, -3.52, -0.69], [-5.81, -4.48, -1.65], [-4.82, -4.78, -2.58], [-3.60, -4.15, -2.50], [-3.31, -3.19, -1.52], [-2.07, -2.51, -1.53], [-1.00, -3.26, -1.78], [-0.87, -4.50, -1.71], [0.24, -2.56, -2.32], [0.19, -2.02, -3.60], [1.36, -1.56, -4.17], [2.54, -1.63, -3.45], [2.48, -2.15, -2.17], [1.37, -2.63, -1.61], [-4.87, -0.51, 2.16], [-5.88, -0.62, 3.12], [-5.69, -0.05, 4.36], [-4.50, 0.63, 4.61], [-3.56, 0.70, 3.59], [-3.74, 0.15, 2.38], [-6.32, -3.26, 0.03], [-6.78, -4.97, -1.68], [-5.00, -5.52, -3.36], [-2.82, -4.40, -3.21], [-0.76, -1.96, -4.11], [1.35, -1.13, -5.17], [3.47, -1.25, -3.84], [3.37, -2.18, -1.54], [-6.79, -1.14, 2.86], [-6.44, -0.14, 5.13], [-4.28, 1.07, 5.57], [-2.62, 1.19, 3.75], [9.20, 4.43, -7.36], [9.39, 3.83, -6.09], [8.26, 3.43, -5.43], [8.46, 2.84, -4.19], [7.38, 2.40, -3.44], [6.07, 2.53, -3.91], [5.89, 3.13, -5.16], [6.97, 3.58, -5.91], [4.91, 2.08, -3.16], [3.66, 2.20, -3.55], [2.90, 1.66, -2.54], [3.70, 1.20, -1.51], [4.98, 1.47, -1.92], [3.22, 0.57, -0.33], [3.98, -0.07, 0.60], [3.39, -0.75, 1.68], [2.00, -0.92, 1.60], [1.18, -0.36, 0.75], [1.72, 0.73, -0.08], [0.91, 0.81, -1.38], [-0.35, 0.39, -1.36], [-1.09, 0.57, -2.45], [-0.65, 1.23, -3.58], [0.66, 1.65, -3.63], [1.48, 1.41, -2.53], [10.20, 4.67, -7.73], [8.61, 5.34, -7.29], [8.72, 3.74, -8.06], [9.48, 2.73, -3.82], [7.58, 1.94, -2.48], [4.88, 3.24, -5.53], [6.78, 4.03, -6.87], [5.81, 1.27, -1.40], [5.07, -0.09, 0.49], [3.97, -1.28, 2.42], [1.53, -1.61, 2.31], [-2.08, 0.13, -2.44], [-1.32, 1.36, -4.43], [1.09, 2.11, -4.51], [-6.34, 2.40, -0.17], [-4.95, 2.49, 0.20], [-4.33, 3.65, 0.78], [-2.83, 3.30, 0.63], [-1.94, 4.02, 1.04], [-2.72, 2.10, -0.01], [-3.96, 1.72, -0.32], [-4.24, 0.69, -1.12], [-6.94, 2.90, 0.60], [-6.66, 1.36, -0.19], [-6.55, 2.88, -1.13], [-4.58, 3.79, 1.83], [-4.56, 4.57, 0.23], [-3.47, 0.04, -1.25], [-5.12, 0.19, -0.96], [-0.45, -5.85, 2.34], [0.31, -4.25, 2.09], [1.25, -4.65, 0.64], [-0.84, -3.38, 1.66], [-0.99, -6.11, 1.43], [-1.15, -5.74, 3.17], [0.31, -6.58, 2.58], [1.98, -5.42, 0.92], [1.76, -3.74, 0.32], [0.58, -4.98, -0.16], [-0.42, 3.12, 3.74], [0.37, 2.36, 4.69], [-0.22, 2.40, 6.01], [0.81, 1.03, 4.22], [0.03, -0.19, 4.68], [0.35, -0.70, 5.94], [-0.28, -1.82, 6.45], [-1.23, -2.46, 5.66], [-1.51, -1.96, 4.39], [-0.90, -0.82, 3.82], [-0.40, 4.18, 4.01], [-1.48, 2.82, 3.70], [-0.01, 3.03, 2.74], [-0.42, 3.44, 6.28], [0.46, 1.98, 6.76], [-1.17, 1.84, 6.08], [1.87, 0.90, 4.50], [0.78, 1.05, 3.13], [1.12, -0.22, 6.54], [-0.02, -2.21, 7.43], [-1.75, -3.34, 6.03], [-2.25, -2.51, 3.81], [1.48, 2.07, 0.64], [0.42, 2.22, 0.83], [1.83, 2.90, 0.02], [2.04, 2.07, 1.58]], "total_charge": -2, "largest_force_ev_per_a": 0.9, "relative_energy_kcal_mol": 17.91, "homo_ev": -1.3475, "orbital_gap_ev": 4.52}

=====

9.
{"formula": "C19H13FN8", "method": "ωB97M-V/def2-TZVPD", "elements": ["F", "C", "C", "C", "C", "C", "N", "N", "C", "N", "C", "N", "C", "C", "C", "N", "N", "C", "C", "C", "C", "C", "N", "C", "N", "C", "C", "C", "H", "H", "H", "H", "H", "H", "H", "H", "H", "H", "H", "H", "H"], "positions_angstrom": [[6.63, -3.74, 4.37], [5.78, -3.40, 3.35], [4.50, -2.73, 3.49], [3.58, -2.44, 2.45], [3.95, -2.87, 1.20], [2.94, -2.90, 0.17], [1.99, -2.02, -0.02], [1.48, -1.93, -1.25], [0.31, -1.28, -1.48], [-0.38, -1.80, -2.51], [-1.42, -1.04, -3.04], [-1.86, -0.01, -2.37], [-1.37, 0.39, -1.22], [-0.17, -0.15, -0.75], [0.07, 0.57, 0.44], [-0.70, 1.62, 0.69], [-1.53, 1.47, -0.38], [-2.50, 2.45, -0.73], [-2.18, 3.37, -1.74], [-3.03, 4.48, -2.01], [-4.29, 4.56, -1.45], [-4.69, 3.55, -0.64], [-5.76, 3.42, 0.14], [-5.54, 2.42, 1.04], [-4.45, 1.83, 0.83], [-3.80, 2.59, -0.16], [5.12, -3.55, 0.90], [6.01, -3.83, 2.04], [4.22, -2.44, 4.48], [2.65, -1.87, 2.67], [3.00, -3.60, -0.64], [1.69, -2.61, -1.95], [-1.91, -1.16, -4.01], [0.88, 0.53, 1.12], [-1.18, 3.16, -2.23], [-2.68, 5.17, -2.80], [-4.93, 5.36, -1.75], [-6.33, 4.27, 0.45], [-6.26, 2.09, 1.81], [5.26, -3.70, -0.19], [6.90, -4.23, 1.66]], "total_charge": 0, "largest_force_ev_per_a": 5.2, "homo_ev": -8.2071, "orbital_gap_ev": 8.23}

=====

10.
{"formula": "C15H24F6N3O7P", "method": "ωB97M-V/def2-TZVPD", "elements": ["C", "C", "O", "O", "C", "O", "C", "C", "C", "N", "N", "C", "C", "C", "O", "C", "N", "C", "C", "O", "C", "C", "O", "C", "O", "H", "H", "H", "H", "H", "H", "H", "H", "H", "H", "H", "H", "H", "H", "H", "H", "H", "H", "H", "H", "H", "H", "H", "H", "F", "P", "F", "F", "F", "F", "F"], "positions_angstrom": [[3.41, -0.89, 1.99], [3.62, -2.15, 2.97], [4.68, -2.35, 3.57], [2.43, -3.00, 3.12], [2.46, -3.86, 1.98], [3.49, -4.58, 1.84], [1.30, -4.02, 0.90], [0.57, -2.62, 0.52], [-0.87, -3.04, -0.06], [-1.67, -1.87, -0.59], [-2.65, -1.35, 0.25], [-4.01, -1.88, -0.06], [-2.33, -1.34, 1.68], [-1.54, -0.23, 2.50], [-2.79, -2.31, 2.37], [-0.78, -0.81, -1.25], [-0.80, 0.45, -0.52], [0.50, 1.15, -0.39], [1.01, 1.99, -1.67], [1.23, 1.18, 0.62], [-1.78, 1.44, -0.96], [-1.83, 2.83, -0.11], [-2.63, 1.33, -1.88], [0.71, -1.40, -1.56], [1.40, -1.87, -0.38], [3.72, -1.12, 0.92], [2.30, -0.62, 2.07], [4.00, 0.03, 2.34], [0.51, -4.76, 1.30], [1.69, -4.45, -0.08], [0.41, -2.06, 1.52], [-1.47, -3.74, 0.63], [-0.65, -3.70, -0.98], [-2.20, -2.28, -1.40], [-4.40, -1.32, -0.99], [-4.74, -1.61, 0.79], [-4.05, -3.01, -0.23], [-2.06, 0.79, 2.39], [-0.50, -0.08, 2.04], [-1.37, -0.49, 3.60], [-1.20, -0.63, -2.32], [0.98, 3.13, -1.48], [0.39, 1.72, -2.60], [2.10, 1.71, -1.93], [-1.60, 2.51, 0.97], [-2.89, 3.24, -0.09], [-1.04, 3.57, -0.45], [0.57, -2.32, -2.25], [1.33, -0.68, -2.20], [0.74, 4.91, -2.57], [1.01, 6.48, -2.35], [2.31, 6.29, -3.27], [0.84, 5.90, -0.85], [0.19, 6.71, -3.72], [2.07, 7.52, -1.73], [-0.12, 7.56, -1.96]], "total_charge": 0, "largest_force_ev_per_a": 5.5, "homo_ev": -9.4043, "orbital_gap_ev": 7.55}

=====

11.
{"formula": "C3H4ClN2O", "method": "ωB97M-V/def2-TZVPD", "elements": ["O", "N", "C", "C", "N", "C", "Cl", "H", "H", "H", "H"], "positions_angstrom": [[-0.89, 0.45, -2.04], [-0.31, 0.13, -1.07], [-0.39, 0.86, 0.17], [0.40, 0.00, 1.14], [0.71, -1.16, 0.45], [0.28, -1.05, -0.73], [0.58, -2.25, -2.26], [-1.47, 0.77, 0.66], [-0.07, 1.94, 0.25], [1.24, 0.61, 1.34], [-0.08, -0.31, 2.07]], "total_charge": 1, "largest_force_ev_per_a": 7.2, "relative_energy_kcal_mol": 83.93, "homo_ev": [-16.1718, -16.1717], "orbital_gap_ev": [7.94, 7.94]}

=====

12.
{"formula": "CH8N5O", "method": "ωB97M-V/def2-TZVPD", "elements": ["C", "N", "N", "N", "N", "N", "O", "H", "H", "H", "H", "H", "H", "H", "H"], "positions_angstrom": [[-0.46, -1.08, -1.33], [0.53, -0.45, -0.77], [-0.39, -2.22, -1.91], [1.44, 1.10, 0.59], [-0.35, 1.09, 2.12], [0.41, 0.73, -0.19], [-1.03, 0.92, 0.91], [-1.49, -0.71, -1.44], [-1.16, -2.53, -2.58], [0.44, -2.91, -1.86], [1.34, 2.14, 0.65], [1.76, 0.50, 1.33], [-0.68, 1.81, 2.63], [-0.39, 0.12, 2.56], [0.02, 1.49, -0.73]], "total_charge": 1, "largest_force_ev_per_a": 7.8, "relative_energy_kcal_mol": 84.56, "homo_ev": [-13.3625, -13.3631], "orbital_gap_ev": [9.03, 9.03]}